## w
# C48H120N8O16

A 8-piece molecular cluster, C48H120N8O16 overall (ωB97M-V/def2-TZVPD, OMol25).

Lowest unoccupied orbital energy (eV): 0.370
SMILES: COCCNCCOC.COCCNCCOC.COCCNCCOC.COCCNCCOC.COCCNCCOC.COCCNCCOC.COCCNCCOC.COCCNCCOC
Molecular weight (g/mol): 1065.53
HOMO level (eV): -8.1
HOMO-LUMO gap (eV): 8.489

```
! wB97M-V def2-TZVPD RIJCOSX def2/J DEFGRID3
* xyz 0 1
C 1.43977 -5.87594 -2.07488
O 0.33881 -5.08395 -2.32940
C -0.53672 -5.11301 -1.18238
C -1.71085 -4.15091 -1.38217
N -2.31057 -4.26542 -2.74859
C -3.14734 -3.13601 -3.10804
C -3.04319 -2.63099 -4.58394
O -1.74428 -2.44461 -5.21060
C -1.16216 -1.19711 -5.20933
H 2.08410 -5.42075 -1.32273
H 2.06815 -6.03873 -2.95052
H 1.07494 -6.89182 -1.92324
H -0.05625 -4.73113 -0.28160
H -0.73141 -6.16713 -0.98481
H -1.39936 -3.13746 -1.12924
H -2.58118 -4.34358 -0.75485
H -1.59830 -4.46708 -3.43570
H -2.95892 -2.20221 -2.57829
H -4.14551 -3.47490 -2.83070
H -3.59960 -1.70574 -4.73374
H -3.37312 -3.36071 -5.32336
H -0.68069 -1.26046 -4.23348
H -1.82176 -0.32988 -5.24016
H -0.22244 -1.06392 -5.74530
C -2.72213 -0.24779 1.57050
O -1.87668 0.79983 1.18407
C -2.09606 2.08185 1.71391
C -0.99633 3.12985 1.37242
N -1.37823 4.50341 1.88744
C -1.18723 5.33755 0.76049
C -1.97739 6.62956 1.09792
O -3.10298 6.51215 1.88401
C -3.80916 7.72902 2.27752
H -2.39911 -1.06898 0.93066
H -3.77968 -0.10962 1.34551
H -2.55816 -0.70131 2.54801
H -2.25960 1.99407 2.78800
H -2.97320 2.63306 1.37495
H -0.68356 3.11610 0.32836
H -0.17385 2.82826 2.02101
H -2.36141 4.46523 2.11545
H -1.67483 4.93344 -0.12667
H -0.13196 5.33309 0.48758
H -2.34807 6.92000 0.11489
H -1.24684 7.37272 1.41746
H -4.64888 7.30537 2.82840
H -4.20973 8.39431 1.51264
H -3.11589 8.38950 2.79834
C -2.78137 -11.63722 6.95440
O -2.72514 -10.75183 8.11054
C -2.84729 -9.34996 7.72711
C -1.61447 -8.92138 6.82251
N -1.69989 -7.52815 6.42145
C -2.66491 -7.23388 5.25753
C -2.28773 -5.91819 4.78522
O -1.03870 -6.04303 4.12479
C -0.40053 -4.86064 3.59537
H -2.91861 -11.24128 5.94817
H -3.58161 -12.35383 7.13934
H -1.87413 -12.21259 6.77012
H -2.71880 -8.72696 8.61225
H -3.77765 -9.07241 7.23164
H -1.49395 -9.48550 5.89766
H -0.72826 -9.22798 7.37814
H -0.91537 -7.06268 5.98787
H -3.64210 -7.44725 5.69074
H -2.56809 -8.04416 4.53491
H -2.20119 -5.23659 5.63140
H -3.12508 -5.72540 4.11456
H -1.15171 -4.29333 3.04585
H 0.36819 -5.14529 2.87693
H -0.15592 -4.17442 4.40615
C 9.43073 -3.74617 3.78947
O 9.66918 -2.72905 2.81560
C 8.52415 -2.10103 2.22240
C 7.61046 -1.21218 3.04397
N 6.32337 -0.87829 2.36723
C 6.49710 0.03982 1.23324
C 5.10592 0.83105 0.92841
O 4.88444 1.94986 1.78252
C 3.64240 2.71723 1.53323
H 10.23291 -4.31206 4.26314
H 8.68577 -4.36758 3.29249
H 8.91081 -3.27246 4.62216
H 7.96626 -3.01231 2.00695
H 8.66594 -1.70670 1.21617
H 8.01862 -0.24942 3.35154
H 7.28449 -1.67998 3.97294
H 5.87081 -0.34479 3.09570
H 6.93276 -0.47076 0.37439
H 7.28597 0.71098 1.57284
H 4.20863 0.21238 0.91372
H 5.27218 1.24802 -0.06486
H 3.66275 3.44338 2.34588
H 2.77657 2.05700 1.58382
H 3.80236 3.32998 0.64607
C 4.10101 -3.38336 3.06877
O 4.43057 -3.92662 4.27823
C 5.61389 -4.52930 4.24865
C 5.48212 -5.55291 5.42603
N 6.60332 -6.43023 5.61828
C 7.47412 -6.00740 6.70673
C 6.85519 -6.11966 8.06500
O 6.56906 -4.86215 8.72060
C 5.52063 -4.97773 9.59802
H 3.27788 -2.68030 3.19634
H 3.72104 -4.16536 2.41136
H 4.91360 -2.86234 2.56248
H 6.37898 -3.79616 4.50402
H 5.86640 -4.94025 3.27117
H 4.55804 -6.08135 5.19168
H 5.38117 -4.88926 6.28480
H 6.26398 -7.32654 5.93701
H 7.99467 -5.08094 6.46424
H 8.28083 -6.73340 6.80795
H 7.61262 -6.53640 8.72888
H 6.00993 -6.79361 7.92555
H 4.66577 -4.57219 9.05688
H 5.50818 -4.55954 10.60453
H 5.28068 -5.98872 9.92729
C 0.57675 -1.85166 1.68026
O 0.48444 -1.44834 0.38938
C 1.11013 -0.27711 0.13399
C 0.53308 0.30974 -1.21554
N -0.58765 1.17829 -1.10662
C -1.53938 0.92768 -2.19916
C -2.48938 2.02326 -2.45799
O -3.45338 1.45346 -3.28659
C -4.40166 2.37691 -3.77944
H 0.33909 -2.91158 1.77067
H -0.03731 -1.34455 2.42449
H 1.61078 -1.64882 1.95911
H 2.19832 -0.31020 0.18723
H 0.78039 0.41829 0.90587
H 0.34916 -0.54272 -1.86944
H 1.25531 0.92861 -1.74797
H -1.03141 1.24584 -0.20185
H -2.12856 0.06423 -1.89025
H -1.11672 0.71727 -3.18160
H -1.97476 2.85296 -2.94261
H -2.78521 2.42044 -1.48699
H -5.10686 1.94922 -4.49206
H -3.94697 3.15345 -4.39454
H -4.95326 2.92189 -3.01339
C -0.90504 8.69838 -1.72413
O -0.19241 7.49802 -1.72374
C 1.00384 7.57684 -2.48569
C 1.80286 6.30347 -2.46821
N 1.44887 5.52133 -3.62819
C 1.62284 4.14083 -3.40116
C 3.19395 3.89761 -3.43037
O 4.03470 4.39905 -2.34279
C 5.38575 3.95555 -2.43438
H -0.37500 9.52643 -1.25352
H -1.82770 8.65025 -1.14580
H -1.24365 8.93503 -2.73283
H 1.62216 8.33049 -1.99804
H 0.79616 7.87620 -3.51299
H 1.54119 5.77045 -1.55414
H 2.86609 6.54155 -2.43728
H 0.50329 5.64930 -3.95925
H 1.18178 3.69816 -4.29425
H 1.26867 3.76299 -2.44205
H 3.62910 4.35200 -4.32047
H 3.40842 2.83055 -3.37133
H 6.01409 4.58359 -1.80282
H 5.62418 4.12959 -3.48364
H 5.69785 2.92120 -2.29010
C -5.61566 4.22967 -6.47693
O -6.45254 3.77911 -7.56676
C -7.40113 4.71928 -7.78716
C -6.83291 5.72325 -8.80244
N -8.03391 6.47684 -9.17677
C -7.82862 7.52076 -10.13498
C -9.04448 8.32544 -10.40376
O -9.57663 9.05645 -9.17601
C -10.39702 10.11250 -9.56055
H -4.88695 3.42801 -6.35684
H -6.17673 4.40537 -5.55909
H -5.05096 5.14930 -6.63017
H -7.86767 5.19878 -6.92663
H -8.14670 4.13951 -8.33131
H -6.25922 5.28476 -9.61896
H -6.23731 6.39893 -8.18858
H -8.52255 6.85056 -8.37572
H -7.49319 7.08560 -11.07638
H -6.97706 8.15379 -9.88558
H -9.69021 7.72176 -11.04149
H -8.79771 9.00065 -11.22309
H -10.02908 10.76126 -10.35542
H -10.70648 10.80790 -8.78032
H -11.31729 9.76060 -10.02677
*
```


## x
# C48H120N8O16

A 8-piece molecular cluster, C48H120N8O16 overall (ωB97M-V/def2-TZVPD, OMol25).

Lowest unoccupied orbital energy (eV): 0.624
SMILES: COCCNCCOC.COCCNCCOC.COCCNCCOC.COCCNCCOC.COCCNCCOC.COCCNCCOC.COCCNCCOC.COCCNCCOC
Molecular weight (g/mol): 1065.53
HOMO level (eV): -8.4
HOMO-LUMO gap (eV): 9.058

```
! wB97M-V def2-TZVPD RIJCOSX def2/J DEFGRID3
* xyz 0 1
C 0.54890 -6.69539 0.18306
O 1.62024 -6.26338 0.97749
C 1.29758 -5.42542 2.05495
C 2.48349 -4.86932 2.84327
N 2.24598 -4.13833 4.11004
C 1.20315 -3.12456 4.02343
C 1.48370 -1.98702 5.00386
O 0.86272 -2.11519 6.31665
C 0.66278 -0.81997 6.85303
H -0.19130 -5.91470 0.00779
H 0.01232 -7.50908 0.67101
H 0.78199 -7.04809 -0.82162
H 0.60866 -5.95000 2.71700
H 0.69855 -4.62570 1.61940
H 3.03012 -4.17485 2.20530
H 3.22233 -5.66951 2.88707
H 1.97395 -4.77326 4.84690
H 0.23078 -3.57449 4.22385
H 1.21354 -2.61381 3.06056
H 1.09405 -1.05909 4.58526
H 2.56663 -1.93192 5.11493
H -0.13041 -0.35026 6.27138
H 1.59591 -0.25679 6.86706
H 0.22336 -0.83318 7.85044
C 2.03415 6.36090 -7.44282
O 1.32024 5.47701 -6.64354
C 0.24978 6.14158 -5.88038
C -0.35855 5.19950 -4.91552
N 0.53815 4.70438 -3.93205
C 0.14989 3.65148 -2.88592
C 1.13753 2.47031 -2.84318
O 1.16985 1.79879 -4.07230
C 2.45283 1.45822 -4.57992
H 2.43295 5.75608 -8.25723
H 2.90438 6.77776 -6.93584
H 1.40306 7.15872 -7.83434
H -0.50096 6.39917 -6.62747
H 0.53638 7.02493 -5.30972
H -0.94744 4.44731 -5.44043
H -1.01548 5.84384 -4.33125
H 1.34647 4.36594 -4.43423
H -0.85376 3.37648 -3.21019
H 0.01441 4.04068 -1.87682
H 0.78684 1.73094 -2.12314
H 2.08089 2.85281 -2.45350
H 2.35155 1.06135 -5.59004
H 2.94989 0.71061 -3.96176
H 3.00848 2.36129 -4.83254
C 0.38654 -4.01344 -3.05464
O 0.66103 -4.11232 -1.63985
C 0.13318 -3.11182 -0.86004
C 1.44547 -2.31727 -0.37623
N 1.12642 -1.37015 0.68888
C 0.11287 -0.38741 0.30474
C -0.38914 0.47123 1.46042
O -1.57440 -0.04555 1.94878
C -1.52904 -1.16549 2.88048
H 0.22449 -2.96399 -3.30064
H -0.50217 -4.61672 -3.24000
H 1.15856 -4.29874 -3.76926
H -0.36147 -3.53046 0.01641
H -0.61467 -2.54043 -1.40990
H 2.06996 -1.91213 -1.17245
H 2.01682 -3.14731 0.03932
H 1.90616 -0.78422 0.95114
H -0.69982 -0.64977 -0.37261
H 0.60176 0.44983 -0.19337
H -0.79813 1.37435 1.00743
H 0.35572 0.71302 2.21858
H -0.94246 -0.79973 3.72325
H -1.07953 -2.04106 2.41206
H -2.55200 -1.41857 3.15904
C -0.29270 2.38273 5.02388
O 0.61659 3.41555 4.55290
C 0.14642 4.77434 4.71029
C 1.22632 5.83328 4.37431
N 2.35439 5.62618 5.21644
C 3.62499 6.27724 4.87602
C 4.83176 5.48907 5.46236
O 4.71110 4.10501 5.15341
C 5.47149 3.30738 6.01921
H -1.24452 2.39411 4.49282
H -0.46109 2.59507 6.07965
H 0.32121 1.49049 4.90094
H -0.19934 4.86631 5.73990
H -0.81740 5.00812 4.25807
H 0.90701 6.87474 4.41307
H 1.48855 5.64934 3.33244
H 2.58913 4.64398 5.19978
H 3.57205 7.33588 5.13014
H 3.76412 6.22992 3.79597
H 4.99607 5.70657 6.51772
H 5.71266 5.81431 4.90888
H 5.51934 3.51848 7.08750
H 6.48308 3.40563 5.62535
H 5.33430 2.22622 6.00004
C -6.12233 -4.43757 1.88100
O -6.26451 -3.88540 0.59213
C -5.48397 -2.74399 0.32521
C -4.03762 -3.17665 -0.02189
N -4.06636 -4.22953 -1.00678
C -2.74912 -4.70093 -1.24588
C -2.79108 -6.10468 -1.84753
O -3.22129 -7.07378 -0.84997
C -3.35333 -8.38882 -1.36173
H -6.91742 -5.18228 1.91764
H -6.30175 -3.72192 2.68334
H -5.14975 -4.91266 2.00941
H -5.51578 -2.14822 1.23743
H -6.02574 -2.21272 -0.45731
H -3.55992 -3.50073 0.90271
H -3.58201 -2.31658 -0.51260
H -4.77354 -4.93130 -0.84086
H -2.14489 -4.70330 -0.33869
H -2.26468 -4.11754 -2.02887
H -1.88242 -6.33369 -2.40431
H -3.50233 -6.09091 -2.67339
H -4.26874 -8.59856 -1.91503
H -3.61753 -9.07155 -0.55415
H -2.48649 -8.64061 -1.97270
C -4.75295 1.79290 1.72923
O -4.43673 2.74807 0.74048
C -4.02377 2.18706 -0.54153
C -3.17246 3.26601 -1.27765
N -3.89094 4.53989 -1.40447
C -2.94534 5.56716 -1.85097
C -3.76773 6.86221 -2.02023
O -2.96916 7.91113 -2.49764
C -3.66600 9.06690 -2.79525
H -5.48007 1.07440 1.35089
H -5.05841 2.23027 2.67975
H -3.85219 1.22187 1.95430
H -4.85238 1.88708 -1.18302
H -3.45330 1.26169 -0.46182
H -3.10636 2.84119 -2.27928
H -2.15719 3.40678 -0.90683
H -4.27560 4.84622 -0.52225
H -2.64547 5.20991 -2.83613
H -2.15496 5.62650 -1.10272
H -4.27961 7.17809 -1.11122
H -4.50803 6.60977 -2.77940
H -2.93479 9.72213 -3.26864
H -4.22083 9.58865 -2.01549
H -4.41496 8.82354 -3.54887
C -1.49293 -0.07838 -3.39676
O -2.56244 -0.89432 -2.96007
C -3.91276 -0.60619 -3.26368
C -4.23350 -1.00722 -4.74199
N -4.40167 -2.44584 -5.14858
C -3.19807 -3.21887 -4.97283
C -2.16207 -2.83597 -6.09226
O -0.99438 -3.64636 -5.98916
C -0.20208 -3.41109 -7.15440
H -1.50472 0.32851 -4.40789
H -0.56481 -0.56800 -3.10185
H -1.67159 0.82952 -2.82066
H -4.05805 0.46630 -3.13426
H -4.70423 -0.95631 -2.60102
H -3.59252 -0.52125 -5.47757
H -5.21852 -0.56452 -4.88980
H -5.12705 -2.93196 -4.64102
H -3.58264 -4.23219 -5.08857
H -2.81562 -3.04222 -3.96753
H -1.84747 -1.80903 -5.90648
H -2.62183 -2.66571 -7.06578
H 0.00208 -2.34063 -7.17774
H -0.69093 -3.75175 -8.06713
H 0.74420 -3.94451 -7.06435
C 9.05982 -3.55462 3.67899
O 7.82254 -3.43022 2.95729
C 6.67400 -3.20674 3.68376
C 5.56033 -2.77350 2.80951
N 5.69059 -1.34316 2.42576
C 4.52197 -0.80764 1.76356
C 4.33569 0.72220 1.83558
O 3.10154 1.24161 1.44588
C 3.07399 2.61791 1.47642
H 9.79858 -3.89407 2.95297
H 8.94644 -4.34498 4.42100
H 9.36422 -2.63690 4.18222
H 6.85814 -2.52639 4.51521
H 6.44399 -4.13930 4.19905
H 4.65108 -2.94162 3.38666
H 5.54354 -3.45063 1.95552
H 6.61977 -1.09749 2.11533
H 3.60955 -1.28223 2.12460
H 4.61098 -0.97940 0.69087
H 5.11212 1.13543 1.19176
H 4.61759 1.11020 2.81440
H 3.62011 3.21730 0.74800
H 3.53704 2.96597 2.39974
H 2.00048 2.80309 1.43913
*
```


Energy above the most stable structure, in eV: w 5.313; x 0.000


## w
# C2H3IO

One molecule with the formula C2H3IO (ωB97M-V/def2-TZVPD, OMol25).

Lowest unoccupied orbital energy (eV): 0.535
SMILES: CC(=O)I
Molecular weight (g/mol): 169.95
HOMO level (eV): -9.7
HOMO-LUMO gap (eV): 10.211

```
! wB97M-V def2-TZVPD RIJCOSX def2/J DEFGRID3
* xyz 0 1
C 0.31373 0.41344 0.41196
C -0.24299 -0.28152 -0.84170
O -0.21898 -0.08280 -2.01819
I -1.27771 -2.01736 -0.02881
H -0.37398 0.50196 1.27285
H 0.55132 1.46210 0.41057
H 1.24861 0.00418 0.79333
*
```


## x
# C2H3IO

A 2-piece molecular cluster, C2H3IO overall (ωB97M-V/def2-TZVPD, OMol25).

Lowest unoccupied orbital energy (eV): 0.526
SMILES: C=C=O.I
Molecular weight (g/mol): 169.95
HOMO level (eV): -9.6
HOMO-LUMO gap (eV): 10.121

```
! wB97M-V def2-TZVPD RIJCOSX def2/J DEFGRID3
* xyz 0 1
C -1.21942 0.34394 0.14617
C -0.78087 -0.80899 -0.23994
O -0.40275 -1.85263 -0.57956
H -2.20825 0.69256 -0.16016
H -0.42060 0.95756 0.61923
I 3.25131 0.08365 0.02542
H 1.78057 0.58390 0.18884
*
```


Energy above the most stable structure, in eV: w 0.000; x 0.758


## w
# C5H9N2O2

A 2-piece molecular cluster, C5H9N2O2 overall (ωB97M-V/def2-TZVPD, OMol25).

Lowest unoccupied orbital energy (eV): -2.994
Molecular weight (g/mol): 129.14
HOMO level (eV): -12.6
HOMO-LUMO gap (eV): 9.634

```
! wB97M-V def2-TZVPD RIJCOSX def2/J DEFGRID3
* xyz 1 1
C -2.67203 -0.04165 -0.19843
C 1.83492 -0.32353 -0.55092
C 0.51785 0.10086 -1.21048
C 1.40608 0.04213 0.80057
C -0.31353 0.34445 0.12704
N -2.48507 -1.13334 0.34488
N 0.69419 1.30398 0.81309
O -3.19257 0.79931 -0.74554
O 0.18627 -0.66941 0.97490
H 1.85699 -1.43765 -0.57093
H 2.69287 0.30210 -0.91356
H 0.70498 0.96824 -1.86214
H 0.03859 -0.57018 -2.00822
H 2.01706 -0.20288 1.73749
H -1.49191 -1.41782 0.79140
H -3.24765 -1.76275 0.28926
H 0.22343 1.61183 1.73987
H 1.22953 2.08632 0.44171
*
```


## x
# C5H9N2O2

An isolated ion of composition C5H9N2O2 and charge +1 (ωB97M-V/def2-TZVPD, OMol25).

Lowest unoccupied orbital energy (spin up / spin down) (eV): -5.718 / -5.720
SMILES: N[C@H]1CCC[N+](=O)C1=O
Molecular weight (g/mol): 129.14
HOMO level (spin up / spin down) (eV): -14.6 / -14.6
HOMO-LUMO gap (spin up / spin down) (eV): 8.872 / 8.870

```
! wB97M-V def2-TZVPD RIJCOSX def2/J DEFGRID3
* xyz 1 1
N -0.43766 -1.93228 0.20079
C -0.18226 -0.80000 0.92762
C 1.11512 -0.13054 0.66550
C 0.94270 1.20742 -0.08247
C 0.02167 0.97460 -1.36859
N -1.12465 0.28017 -0.85313
O -1.39738 -0.84252 -1.28165
C -1.32373 0.37268 0.50935
O -2.00888 1.02769 1.17404
H -1.11661 -2.63839 0.50307
H 0.19980 -2.16321 -0.53209
H -0.52102 -0.78421 1.90100
H 1.81527 -0.72719 0.22929
H 1.40833 0.19773 1.61421
H 0.49532 1.94052 0.48788
H 1.96397 1.44415 -0.24650
H -0.14903 2.02126 -1.51152
H 0.29904 0.55212 -2.33680
*
```


## y
# C5H9N2O2

An isolated ion of composition C5H9N2O2 and charge +1 (ωB97M-V/def2-TZVPD, OMol25).

Lowest unoccupied orbital energy (eV): -3.587
SMILES: N[C@]1(O)[NH2+]C=CC=C1O
Molecular weight (g/mol): 129.14
HOMO level (eV): -12.9
HOMO-LUMO gap (eV): 9.283

```
! wB97M-V def2-TZVPD RIJCOSX def2/J DEFGRID3
* xyz 1 1
N -1.62110 0.98671 -1.12203
C -0.70170 0.49665 -0.24356
O -0.75040 0.95305 1.29171
N 0.64418 1.15728 -0.31809
C 1.71361 0.59307 0.45993
C 1.74984 -0.70984 0.73586
C 0.65120 -1.55717 0.21442
C -0.47928 -1.00942 -0.27191
O -1.52512 -1.60386 -0.71802
H -2.00335 1.92606 -0.96882
H -2.34392 0.36012 -1.25102
H -1.32206 0.46267 1.85812
H 0.74682 2.17590 -0.13310
H 1.21097 0.96018 -1.26557
H 2.36159 1.38196 0.93513
H 2.43428 -1.30479 1.41075
H 0.60593 -2.70116 0.30642
H -1.37150 -2.56741 -0.92025
*
```


Energy above the most stable structure, in eV: w 2.312; x 2.552; y 0.000